1.
Formula: C4H6INS
Source: OMol25
Level of theory: wB97M-V/def2-TZVPD

Its HOMO-LUMO gap (alpha / beta) is 4.78 / 7.24 eV. The value obtained for the total energy is -906.41896 hartree. The maximum force is 4.908 eV/Å. As for the spin multiplicity: 3. The calculation puts the energy above the lowest of the compared OMol25 structures with the same formula, charge and spin at 1.919 eV. For the highest occupied orbital energy (alpha / beta), the calculation gives -0.1780 / -0.3357 hartree. Its expectation value of S² is 2.01.

```
13
Properties=species:S:1:pos:R:3:forces:R:3
C -0.229 1.155 -1.048 -2.43 -1.46 -3.71
C -0.692 0.026 -0.325 0.59 -0.05 -0.01
C 1.904 0.011 1.007 0.79 -0.26 -4.84
C -1.534 -1.089 -0.360 0.76 1.01 -1.75
N 0.504 1.825 -0.236 2.61 2.31 1.35
S 0.298 0.704 1.016 -1.64 -0.87 2.46
I -3.663 -0.417 0.180 -0.73 0.33 0.10
H -0.404 1.424 -2.087 -0.13 0.13 0.23
H 2.063 -0.832 1.579 -0.21 -1.69 1.51
H 2.481 0.812 1.370 1.25 1.03 0.21
H 2.211 -0.300 -0.141 -0.73 1.10 2.87
H -1.358 -1.772 0.385 0.46 -1.60 1.77
H -1.580 -1.545 -1.338 -0.59 0.02 -0.18
```
Positions in Å, forces in eV/Å.

2.
Formula: C5H8N2
Source: OMol25
Level of theory: wB97M-V/def2-TZVPD

Its HOMO-LUMO gap is 10.02 eV. The value obtained for the total energy is -304.55517 hartree. The maximum force is 9.036 eV/Å. The calculation puts the energy above the lowest of the compared OMol25 structures with the same formula, charge and spin at 7.628 eV. For the highest occupied orbital energy, the calculation gives -0.3304 hartree.

```
15
Properties=species:S:1:pos:R:3:forces:R:3
C -0.666 1.221 0.019 -0.43 3.76 -2.51
C -1.858 0.197 -0.148 2.06 4.09 0.48
C 0.621 -0.936 -0.145 0.94 -2.19 -5.64
C 1.987 -0.197 -0.041 1.51 2.64 3.56
C 0.528 0.320 0.292 0.14 6.70 6.06
H -0.974 1.913 0.907 0.86 -1.32 -1.32
H -0.500 2.192 -0.895 -0.77 -3.25 2.13
H -2.831 0.740 -0.063 0.35 -1.41 -0.69
H -0.524 -2.670 -0.171 -0.49 2.67 1.57
H 0.736 -0.841 -1.299 -1.49 -0.91 1.12
H 2.944 -0.019 0.654 -2.83 -1.26 -0.10
H 2.427 0.339 -0.861 -0.65 -0.96 -1.68
H 0.279 0.424 1.470 1.79 -1.44 -1.96
N -1.650 -1.016 -0.018 -2.77 -2.21 0.34
N -0.519 -1.666 0.301 1.81 -4.92 -1.35
```
Positions in Å, forces in eV/Å.

3.
Formula: C27H43N3O23
Source: OMol25
Level of theory: wB97M-V/def2-TZVPD

Its HOMO-LUMO gap is 8.76 eV. The value obtained for the total energy is -2949.22641 hartree. The maximum force is 9.708 eV/Å. Its SMILES is C[C@@H](O)CNCCO[C@@H]1OC(=O)O[C@@]1(N)CN.O=C1OCCO1.O=C1OCCO1.O=C1OCCO1.O=C1OCCO1.O=C1OCCO1.O=C1OCCO1. For the highest occupied orbital energy, the calculation gives -0.3140 hartree.

```
96
Properties=species:S:1:pos:R:3:forces:R:3
C 1.429 -4.120 -0.071 -0.21 -0.60 -0.57
C 2.281 -3.750 -1.452 -1.04 0.65 -0.46
O 1.725 -4.657 -2.506 1.02 1.32 -0.23
C 1.925 -2.203 -1.981 -0.49 -0.48 1.37
N 2.850 -1.154 -1.405 -0.81 0.60 -0.34
C 2.730 0.185 -2.099 -0.02 0.35 -0.55
C 1.248 0.522 -2.714 0.69 1.29 -1.28
O 0.149 0.524 -1.736 -1.37 -1.35 -1.96
C -1.154 0.407 -2.409 -0.16 2.01 -0.85
O -1.921 1.608 -1.945 -0.28 -2.30 3.61
C -2.574 1.075 -0.717 -0.72 1.43 2.91
O -2.575 1.596 0.536 -0.23 -3.65 -8.99
O -3.248 -0.132 -1.234 3.01 3.36 2.01
C -2.177 -0.816 -2.032 -1.43 -1.91 0.58
N -1.751 -1.906 -1.073 1.89 1.66 -0.96
C -3.074 -1.536 -3.205 -0.43 -0.13 0.09
N -2.382 -2.667 -3.932 0.02 1.04 0.82
H 2.124 -4.236 0.868 -1.33 0.33 -1.85
H 0.875 -5.158 -0.270 1.34 2.26 0.47
H 0.570 -3.342 0.160 1.95 -1.49 -0.49
H 3.431 -3.938 -1.342 -2.14 0.52 -0.13
H 2.009 -4.340 -3.421 -0.35 -0.46 2.03
H 1.915 -2.160 -3.152 0.24 -0.11 2.26
H 0.844 -1.984 -1.550 1.95 -0.59 -1.39
H 2.652 -0.992 -0.394 0.00 -0.49 -1.13
H 3.485 0.206 -3.022 -2.13 0.05 2.04
H 3.085 1.035 -1.343 -0.99 -1.80 -1.60
H 1.317 1.625 -3.165 -0.10 -2.21 0.88
H 0.944 -0.165 -3.623 0.90 1.10 1.89
H -1.084 0.647 -3.572 0.12 -1.05 2.42
H -1.245 -2.690 -1.547 -0.71 0.99 0.24
H -1.022 -1.477 -0.435 -1.09 -0.70 -0.71
H -4.016 -2.019 -2.654 2.22 1.19 -1.00
H -3.543 -0.749 -3.965 1.51 -1.83 2.05
H -1.484 -2.379 -4.379 -1.09 -0.48 0.70
H -2.283 -3.526 -3.346 0.08 1.27 -0.70
O -5.658 5.434 4.550 1.78 -1.83 -0.78
C -4.871 4.589 4.156 -1.65 1.74 0.53
O -4.229 4.634 2.952 -0.76 0.20 0.97
C -3.249 3.613 2.970 0.89 -0.32 -0.92
C -3.776 2.650 3.985 0.37 -1.15 0.03
O -4.518 3.476 4.862 -0.35 0.93 -0.17
H -3.144 3.159 1.981 -0.06 0.25 0.20
H -2.289 4.049 3.266 -0.05 -0.03 0.02
H -4.448 1.906 3.546 0.06 0.09 0.01
H -2.976 2.133 4.522 -0.22 0.13 0.07
O -2.212 -4.881 0.506 -1.22 1.55 1.83
C -2.775 -4.176 1.327 1.21 -1.30 -1.76
O -2.267 -3.008 1.818 -0.15 -1.00 -0.28
C -3.303 -2.389 2.558 -0.03 1.11 0.31
C -4.190 -3.532 2.931 -0.77 -0.04 0.80
O -3.994 -4.454 1.876 0.77 0.06 -0.56
H -2.899 -1.872 3.433 0.11 -0.10 -0.22
H -3.809 -1.660 1.916 0.06 -0.07 0.00
H -3.890 -4.004 3.873 -0.01 0.03 -0.08
H -5.241 -3.239 3.000 0.14 -0.20 -0.12
O -4.376 -0.961 -5.692 0.75 2.59 -1.37
C -3.961 0.117 -6.084 -1.14 -2.20 0.47
O -2.697 0.333 -6.553 -0.73 -0.37 0.55
C -2.683 1.634 -7.110 0.80 0.51 -0.69
C -3.808 2.321 -6.407 -0.18 1.15 0.11
O -4.700 1.264 -6.109 0.38 -0.96 0.03
H -1.721 2.121 -6.932 -0.10 -0.25 0.00
H -2.849 1.557 -8.190 0.00 -0.01 0.10
H -3.490 2.791 -5.470 -0.02 -0.05 -0.07
H -4.294 3.073 -7.035 -0.07 -0.21 0.17
O 2.872 -1.253 2.043 2.04 -1.42 0.89
C 3.807 -1.904 2.478 -1.89 1.26 -0.86
O 3.712 -2.800 3.503 -0.13 0.81 -0.70
C 4.942 -3.499 3.552 0.24 -0.97 0.58
C 5.901 -2.554 2.904 1.14 -0.01 0.07
O 5.085 -1.829 2.003 -0.99 0.04 0.11
H 5.217 -3.728 4.586 -0.23 0.07 -0.14
H 4.839 -4.437 2.996 0.01 0.09 0.03
H 6.346 -1.854 3.619 -0.06 -0.06 -0.05
H 6.701 -3.074 2.370 -0.18 0.20 -0.05
O 5.038 0.088 -4.126 2.26 0.55 1.40
C 5.944 0.347 -3.351 -1.48 -0.56 -1.42
O 6.864 -0.559 -2.908 -0.88 0.54 -0.42
C 7.862 0.171 -2.220 1.00 -0.37 0.32
C 7.150 1.419 -1.807 0.32 0.74 0.88
O 6.168 1.581 -2.812 -0.36 -0.84 -0.63
H 8.236 -0.397 -1.364 -0.15 -0.05 -0.23
H 8.691 0.370 -2.906 -0.08 -0.01 0.05
H 6.651 1.315 -0.838 0.03 -0.02 -0.10
H 7.817 2.286 -1.773 -0.25 -0.06 -0.11
O 0.397 4.582 8.737 -1.79 1.08 -1.83
C -0.396 5.055 7.940 1.68 -1.03 1.73
O -0.278 6.293 7.377 0.05 -0.78 0.56
C -1.253 6.375 6.355 -0.10 0.79 -0.78
C -2.275 5.369 6.775 -1.11 -0.02 -0.38
O -1.517 4.416 7.496 0.93 0.21 0.33
H -1.665 7.386 6.292 0.21 -0.13 0.09
H -0.785 6.121 5.398 -0.03 0.01 0.07
H -3.033 5.795 7.441 0.06 -0.04 -0.09
H -2.774 4.902 5.921 0.10 -0.06 0.32
```
Positions in Å, forces in eV/Å.

4.
Formula: C25H20Cl5N5O3S3V
Source: OMol25
Level of theory: wB97M-V/def2-TZVPD

Its HOMO-LUMO gap is 5.82 eV. The value obtained for the total energy is -5903.50289 hartree. The maximum force is 0.556 eV/Å. The charge is +1. The calculation puts the energy above the lowest of the compared OMol25 structures with the same formula, charge and spin at 0.000 eV. For the highest occupied orbital energy, the calculation gives -0.4017 hartree.

```
62
Properties=species:S:1:pos:R:3:forces:R:3
V 0.403 -0.779 0.257 0.02 -0.18 0.52
Cl 7.639 -1.638 1.195 0.01 0.00 -0.01
C 5.963 -1.301 1.152 0.05 -0.02 0.03
C 5.159 -1.633 2.243 0.05 -0.02 0.02
Cl 5.840 -2.387 3.619 0.01 -0.01 0.02
C 3.799 -1.356 2.208 -0.15 -0.04 0.01
Cl 2.782 -1.808 3.513 -0.08 0.03 0.03
C 3.235 -0.743 1.090 0.08 -0.07 0.03
O 1.912 -0.471 1.068 0.03 0.16 -0.13
C 4.036 -0.428 -0.006 -0.07 0.07 -0.03
Cl 3.323 0.305 -1.374 0.10 -0.12 -0.01
C 5.400 -0.703 0.028 0.02 0.02 -0.07
Cl 6.374 -0.304 -1.322 0.01 -0.01 0.01
C 0.093 1.846 1.818 -0.01 0.01 -0.02
N -0.556 0.516 1.767 0.00 -0.02 -0.03
C -2.005 0.706 1.519 0.03 0.00 0.00
C -0.380 -0.153 3.078 -0.01 -0.04 -0.04
C -0.626 -1.611 2.882 0.01 0.05 -0.05
C -1.044 -2.457 3.902 -0.01 -0.04 0.00
C -1.206 -3.812 3.655 0.00 0.02 0.01
C -0.954 -4.322 2.389 0.00 -0.01 0.03
C -0.537 -3.485 1.364 -0.01 0.01 0.00
C -0.370 -2.130 1.619 0.01 0.09 -0.16
H -0.343 2.429 2.633 -0.01 0.00 0.02
H -0.046 2.370 0.877 -0.01 -0.05 0.06
H 1.160 1.729 1.992 0.00 -0.01 -0.01
H -2.418 1.353 2.297 0.00 0.01 0.01
H -2.511 -0.255 1.538 0.00 -0.01 0.01
H -2.151 1.173 0.548 0.02 -0.01 0.01
H -1.044 0.295 3.822 -0.01 0.01 0.01
H 0.649 0.010 3.400 0.04 0.00 0.01
H -1.242 -2.051 4.886 0.00 -0.01 0.00
H -1.532 -4.470 4.450 0.00 0.01 -0.01
H -1.078 -5.380 2.194 0.00 0.00 0.01
H -0.340 -3.904 0.388 0.01 0.00 -0.02
N -4.096 4.997 -3.896 0.01 -0.02 0.00
C -3.026 4.272 -3.460 -0.01 0.00 -0.02
C -2.627 4.334 -2.112 -0.04 0.03 0.01
C -1.566 3.586 -1.664 0.02 -0.02 0.01
C -0.883 2.750 -2.547 0.03 0.00 -0.07
C -1.260 2.682 -3.887 -0.03 0.02 0.07
C -2.322 3.435 -4.338 -0.01 0.00 -0.02
S 0.474 1.822 -1.985 -0.13 0.01 -0.09
O 1.247 2.575 -1.050 -0.02 0.05 0.03
O 1.085 1.179 -3.114 -0.06 0.03 0.05
N -0.270 0.641 -1.040 0.23 -0.27 -0.10
C -1.026 -0.329 -1.616 -0.05 -0.01 -0.15
S -1.322 -0.768 -3.249 -0.07 0.09 0.02
C -2.116 -2.201 -2.678 0.05 -0.03 -0.06
C -2.049 -2.300 -1.340 -0.10 0.06 0.11
N -1.450 -1.216 -0.725 0.09 -0.06 -0.02
H -4.462 5.731 -3.317 0.00 0.00 0.00
H -4.253 5.094 -4.883 0.00 0.00 0.00
H -3.155 4.989 -1.430 0.01 -0.01 -0.01
H -1.247 3.667 -0.633 0.00 0.00 -0.01
H -0.704 2.054 -4.569 0.01 0.00 0.00
H -2.610 3.390 -5.381 0.00 0.00 0.02
H -2.599 -2.875 -3.367 0.02 0.01 0.00
H -2.458 -3.095 -0.737 0.00 0.00 0.01
S 2.453 -4.323 -1.785 -0.04 0.05 0.03
C 1.715 -3.099 -1.176 0.04 0.07 0.03
N 1.141 -2.146 -0.710 -0.09 0.15 -0.11
```
Positions in Å, forces in eV/Å.